#P
128
Properties=species:S:1:pos:R:3 method="wB97M-V/def2-TZVPD" multiplicity=2 lumo_energy_ev="1.70 / -0.65" total_charge=-1 s2=0.78
Ca 2.89533 -0.84148 -0.41794
C 3.19745 -2.85622 2.24481
O 2.23850 -1.93806 1.68917
C 1.04686 -1.85250 2.37916
C 0.05441 -2.80281 2.14460
C 0.15240 -3.83273 1.03413
C -0.64273 -3.33475 -0.14705
C -1.99596 -3.51352 -0.23920
C -2.76964 -2.91560 -1.25232
C -2.12107 -2.12991 -2.21190
C -0.76341 -1.91447 -2.19256
C -0.08955 -1.11842 -3.27028
C 0.12546 0.38313 -3.13197
C 0.10224 1.12146 -4.31530
C 0.49199 2.45033 -4.35776
C 0.94006 3.02712 -3.17477
C 0.98770 2.34356 -1.96693
C 1.68440 3.03574 -0.80899
C 1.21969 2.80598 0.59886
C 0.24192 3.61170 1.16188
C -0.21006 3.43988 2.46753
C 0.36165 2.39497 3.19868
C 1.33085 1.55717 2.67861
C 1.81308 0.34547 3.44689
C 0.83864 -0.80313 3.28224
C -0.36120 -0.77957 3.98166
C -1.35399 -1.73900 3.81556
C -1.12421 -2.73789 2.88296
C -2.65199 -1.63559 4.61394
C -3.37713 -0.34413 4.21306
C -2.33449 -1.59915 6.11453
C -3.59034 -2.81512 4.35632
C 1.81839 1.76510 1.35628
O 2.73346 1.00096 0.85249
C -1.27466 4.32689 3.11076
C -2.46812 3.47004 3.55512
C -1.79503 5.39832 2.15173
C -0.68508 5.03436 4.33945
C 0.52210 1.02369 -1.95959
O 0.53839 0.29412 -0.78152
C -0.64610 0.41038 0.01259
C 0.50888 3.27127 -5.64462
C -0.04961 2.49266 -6.83582
C 1.95701 3.66974 -5.96472
C -0.34072 4.53630 -5.45935
C 0.03060 -2.53960 -1.15395
O 1.27128 -2.39880 -1.11723
C -4.27804 -3.10819 -1.23644
C -4.96761 -2.44397 -2.42821
C -4.83111 -2.48384 0.05437
C -4.60272 -4.60878 -1.26094
H 2.68204 -3.73096 2.64674
H 3.77307 -2.35411 3.02303
H 3.86039 -3.15348 1.43613
H -0.28500 -4.77115 1.38254
H 1.18356 -4.02823 0.74709
H -2.49317 -4.11319 0.51340
H -2.69725 -1.66315 -3.00015
H -0.66903 -1.26430 -4.18520
H 0.90361 -1.54253 -3.44178
H -0.20075 0.61277 -5.22104
H 1.30962 4.04544 -3.18476
H 1.65533 4.10721 -1.02072
H 2.73794 2.74733 -0.87006
H -0.17104 4.39946 0.54175
H 0.03078 2.21941 4.21881
H 1.87563 0.58851 4.51098
H 2.80425 0.05835 3.09784
H -0.52161 0.03783 4.67502
H -1.87657 -3.49368 2.70280
H -2.76063 0.53443 4.40358
H -4.30715 -0.23755 4.77702
H -3.61845 -0.35284 3.14798
H -1.71227 -0.74194 6.37227
H -1.80368 -2.50251 6.42001
H -3.25809 -1.52894 6.69366
H -3.90140 -2.86039 3.31118
H -4.49119 -2.70374 4.96246
H -3.12408 -3.76650 4.61908
H -2.90853 2.94946 2.70237
H -3.23879 4.09148 4.01993
H -2.16096 2.71727 4.28238
H -2.25592 4.95358 1.26771
H -0.99473 6.06196 1.82074
H -2.54968 6.00731 2.65445
H -0.34691 4.31317 5.08475
H -1.43154 5.68224 4.80789
H 0.17386 5.64412 4.05482
H -1.51539 0.06607 -0.55453
H -0.79555 1.44190 0.33608
H -0.50102 -0.21764 0.89120
H 0.55285 1.61076 -7.05850
H -0.04186 3.13098 -7.72144
H -1.07931 2.17348 -6.66192
H 2.58434 2.78539 -6.08365
H 2.39237 4.27460 -5.16961
H 1.99301 4.24770 -6.89154
H -1.37485 4.27737 -5.22376
H -0.33533 5.13150 -6.37555
H 0.04176 5.16022 -4.65181
H -4.81244 -1.36410 -2.43507
H -6.04203 -2.62302 -2.36763
H -4.61472 -2.85031 -3.37743
H -4.62083 -1.41341 0.08899
H -4.39308 -2.94180 0.94110
H -5.91310 -2.62328 0.10059
H -4.17810 -5.08469 -2.14610
H -5.68495 -4.75111 -1.28204
H -4.21660 -5.12322 -0.38124
O 4.89804 -0.45047 1.47292
H 5.74462 -0.44507 1.00185
H 4.49358 0.42146 1.32271
O 3.11467 -4.82819 -0.79726
H 2.64223 -4.02344 -1.04556
H 4.03577 -4.57737 -0.95237
O 3.04495 -1.27345 -3.25059
H 3.55170 -2.10310 -3.21205
H 3.68647 -0.66321 -3.64339
S 5.20073 2.81076 -2.46937
C 4.96919 1.32937 -1.91563
N 4.76616 0.24536 -1.48303
F 4.41209 -2.24211 -0.88604
Sb 6.15375 -1.60858 -1.90567
F 5.32751 -3.00690 -2.99806
F 6.70952 -2.98728 -0.67547
F 7.86470 -1.92003 -2.69065
F 7.06440 -0.43122 -0.64297
F 5.88485 -0.63912 -3.58828

=====

#Q
128
Properties=species:S:1:pos:R:3 method="wB97M-V/def2-TZVPD" multiplicity=2 lumo_energy_ev="1.83 / -0.22" total_charge=-1 s2=0.78
Ca 2.17361 1.92382 1.37046
C 2.32979 -0.41897 4.06621
O 1.65255 -0.06344 2.84535
C 0.77788 -1.01950 2.35302
C -0.58985 -0.87034 2.59476
C -1.14913 0.30553 3.37084
C -1.94740 1.23103 2.50169
C -3.27452 1.50981 2.70071
C -3.97938 2.40503 1.87337
C -3.30462 3.03092 0.79394
C -1.98909 2.80223 0.53015
C -1.23309 3.45386 -0.59193
C -0.64636 2.44382 -1.56013
C -1.50632 1.67187 -2.33427
C -1.03316 0.71057 -3.21888
C 0.34342 0.53213 -3.29248
C 1.24033 1.26653 -2.52911
C 2.71650 0.91404 -2.59424
C 2.91706 -0.50059 -2.10037
C 2.99327 -1.57859 -2.96675
C 3.03725 -2.89956 -2.51753
C 2.98839 -3.09267 -1.14011
C 2.91459 -2.03246 -0.24212
C 2.72023 -2.25744 1.24091
C 1.25795 -2.08804 1.60546
C 0.33632 -3.01690 1.11814
C -1.02598 -2.91105 1.34912
C -1.46478 -1.81727 2.09306
C -2.04433 -3.91912 0.81713
C -3.06144 -3.19348 -0.07353
C -2.78095 -4.57095 1.99480
C -1.38384 -5.02015 -0.01091
C 2.90215 -0.71270 -0.71036
O 2.84974 0.30215 0.11919
C 3.10639 -4.04537 -3.52581
C 3.11233 -5.41306 -2.84306
C 1.88723 -3.98695 -4.45747
C 4.38494 -3.92430 -4.36600
C 0.72427 2.23807 -1.67383
O 1.58152 2.98367 -0.87759
C 2.15278 4.13706 -1.50726
C -1.94964 -0.16489 -4.07339
C -1.64680 0.07622 -5.55769
C -3.42793 0.13335 -3.82477
C -1.69226 -1.64050 -3.73934
C -1.25985 1.89188 1.40276
O -0.05102 1.69020 1.20968
C -5.44637 2.73959 2.10489
C -5.57045 4.24636 2.38501
C -6.25212 2.38418 0.84578
C -6.04371 1.97823 3.28774
H 2.07689 -1.44424 4.33725
H 2.02557 0.27340 4.84859
H 3.40259 -0.33706 3.90341
H -0.34289 0.88264 3.82404
H -1.79261 -0.06337 4.17239
H -3.77962 1.02867 3.52733
H -3.84495 3.72516 0.16105
H -0.44257 4.07314 -0.16586
H -1.91325 4.11992 -1.12599
H -2.57124 1.83687 -2.21874
H 0.75221 -0.23903 -3.93690
H 3.29337 1.60262 -1.97924
H 3.06006 0.99832 -3.62869
H 3.01204 -1.37380 -4.03487
H 3.00207 -4.09721 -0.73076
H 3.34069 -1.56581 1.80684
H 3.02885 -3.27418 1.49844
H 0.72792 -3.83205 0.52245
H -2.52455 -1.68274 2.28930
H -3.59675 -2.41841 0.47702
H -3.79664 -3.90039 -0.46762
H -2.55591 -2.71727 -0.91394
H -3.31805 -3.82996 2.58889
H -2.07680 -5.08265 2.65406
H -3.50677 -5.30286 1.63019
H -0.86306 -4.61052 -0.87905
H -2.14828 -5.71199 -0.37201
H -0.66569 -5.59186 0.58018
H 2.20768 -5.56885 -2.25110
H 3.97547 -5.52810 -2.18451
H 3.15865 -6.19995 -3.59987
H 0.96202 -4.05045 -3.87984
H 1.90731 -4.81558 -5.17156
H 1.86406 -3.05457 -5.02485
H 5.26801 -3.97195 -3.72585
H 4.41538 -2.97598 -4.90471
H 4.44363 -4.73402 -5.09951
H 1.63461 4.34601 -2.44325
H 3.21089 3.95959 -1.69935
H 2.03291 4.98437 -0.83155
H -1.80614 1.12433 -5.81996
H -2.29985 -0.53957 -6.18190
H -0.61313 -0.17666 -5.79770
H -3.67737 1.16767 -4.07126
H -3.70309 -0.04849 -2.78342
H -4.04136 -0.51795 -4.45126
H -0.65466 -1.92169 -3.92417
H -2.33393 -2.28575 -4.34573
H -1.90385 -1.83328 -2.68670
H -5.22439 4.84485 1.54230
H -4.98136 4.52861 3.25910
H -6.61540 4.50165 2.57574
H -5.89928 2.92906 -0.02988
H -7.30406 2.63636 0.99783
H -6.18301 1.31626 0.62946
H -5.53899 2.22497 4.22338
H -5.99243 0.89768 3.14100
H -7.09506 2.25080 3.39520
O 5.35184 -0.03704 1.82935
H 4.64203 0.23371 1.22550
H 5.39732 0.62224 2.53142
O 0.71131 2.75345 4.36037
H 0.69127 3.35070 5.11403
H 0.87801 3.34037 3.60619
O 4.24165 3.15461 0.60317
H 4.99975 3.03400 1.19213
H 3.82233 3.94936 0.96903
S 0.20314 6.57995 1.35647
C 1.04537 5.22433 1.70221
N 1.63239 4.23049 1.91555
F 3.56411 2.13634 3.19590
Sb 4.55715 2.99583 4.63454
F 3.66107 1.88384 5.84156
F 3.25253 4.30233 4.88176
F 5.62106 3.76730 5.97399
F 5.34120 4.03296 3.27137
F 5.84445 1.64665 4.32644

=====

Result of the stability comparison: #P is the least stable of them.

=====

#P
25
Properties=species:S:1:pos:R:3 method="wB97M-V/def2-TZVPD" multiplicity=1 lumo_energy_ev=0.50 total_charge=0 smiles="CC(C)/C=N/C(C)C.[H][H]"
C -0.68254 2.25174 -1.12723
C -0.53194 1.76241 0.31878
C 0.75331 2.26794 0.97013
C -0.60689 0.24539 0.39174
N 0.22718 -0.52108 1.04078
C 0.44984 -1.44697 -0.15708
C 1.10206 -0.91811 -1.46570
C -0.71911 -2.41017 -0.55183
H 0.14984 1.88048 -1.71097
H -0.72927 3.34751 -1.17530
H -1.57735 1.81742 -1.59141
H -1.38299 2.12937 0.94588
H 1.62958 1.89865 0.43305
H 0.84455 1.86041 1.97512
H 0.72876 3.37648 1.01345
H -1.66179 -0.08269 0.27549
H 1.20904 -2.14574 0.21211
H 1.59167 -1.74951 -1.98240
H 0.32688 -0.53033 -2.14544
H 1.84669 -0.14781 -1.22953
H -1.27647 -2.72919 0.33940
H -0.25350 -3.29275 -1.01778
H -1.41250 -1.93432 -1.25662
H -0.12858 -2.35760 4.08285
H 0.10355 -2.57150 3.41252

=====

#Q
25
Properties=species:S:1:pos:R:3 method="wB97M-V/def2-TZVPD" multiplicity=1 lumo_energy_ev=-1.53 total_charge=0
C -0.11536 -0.21488 -0.61217
C -0.37294 1.23268 -0.38649
C 0.16013 1.88191 0.91181
C -0.56701 1.24618 2.08921
C 0.83994 -1.10175 0.10822
N 0.58475 -1.05126 1.53984
C -0.51894 -1.91664 1.89685
C 0.73027 -0.21651 -3.46941
H -1.08555 -0.65067 -0.83654
H 0.50010 -0.22519 -2.37349
H -1.43960 1.41973 -0.51343
H -0.04804 1.92748 -1.16909
H 0.02639 2.95497 0.87377
H 1.22095 1.64916 0.87751
H -1.54117 0.86333 1.75398
H 0.10751 0.17872 1.99722
H -0.79291 1.92843 2.91294
H 1.82330 -0.65796 -0.09111
H 0.88020 -2.13320 -0.23179
H -1.38136 -1.88627 1.23145
H -1.00011 -1.62302 2.82520
H -0.21710 -2.96566 1.95525
H 0.68693 -1.26348 -3.72800
H 1.62191 0.37998 -3.58861
H -0.10226 0.24392 -3.97313

=====

#R
25
Properties=species:S:1:pos:R:3 method="wB97M-V/def2-TZVPD" multiplicity=1 lumo_energy_ev=1.15 total_charge=0 smiles=CCCCN(C)CC
C 0.40187 -2.72671 2.53112
C 0.77206 -1.28755 2.16093
C 0.03537 -0.89272 0.86092
C 0.19199 0.59418 0.55786
N -0.57315 0.81876 -0.70233
C -1.36043 2.04819 -0.58113
C 0.39623 1.05248 -1.77366
C -0.13791 0.84308 -3.19654
H 1.07048 -3.51052 2.16246
H 0.47824 -2.91720 3.60821
H -0.61736 -3.01743 2.26213
H 1.85698 -1.29115 1.96948
H 0.56867 -0.69562 3.05533
H 0.39608 -1.59827 0.08999
H -1.02953 -1.15784 0.86670
H -0.23567 1.17300 1.36571
H 1.22991 0.92550 0.48246
H -2.36280 1.75338 -0.18760
H -0.96030 2.82801 0.06026
H -1.66624 2.48512 -1.54509
H 1.08423 1.91317 -1.62681
H 1.26498 0.36327 -1.72802
H 0.40170 1.39256 -3.98281
H -0.01703 -0.20078 -3.49479
H -1.18838 1.10507 -3.21475

=====

#S
25
Properties=species:S:1:pos:R:3 method="wB97M-V/def2-TZVPD" multiplicity=1 lumo_energy_ev=1.00 total_charge=0 smiles="C=C(C)N.CCCC"
C -0.13645 -3.02297 -1.47294
C 0.88394 -2.75939 -0.65612
C 1.58420 -1.43775 -0.62632
N 1.39451 -3.70381 0.24253
H -0.67331 -3.96046 -1.42506
H -0.45028 -2.29264 -2.20309
H 2.66877 -1.50105 -0.71627
H 1.34418 -0.94854 0.32227
H 1.19303 -0.79016 -1.41109
H 1.94165 -3.31301 0.99293
H 0.73199 -4.38915 0.56842
C -2.14878 0.65593 0.51326
C -1.50247 2.02340 0.32898
C 0.00872 1.98075 0.50028
C 0.64494 3.36671 0.45859
H -1.70624 -0.06848 -0.17348
H -3.22041 0.69499 0.31181
H -2.00512 0.29313 1.53180
H -1.92950 2.73825 1.03823
H -1.72896 2.41410 -0.66954
H 0.25225 1.51002 1.45944
H 0.42709 1.32590 -0.27034
H 1.72500 3.31022 0.32742
H 0.45525 3.90796 1.38924
H 0.24598 3.96604 -0.36095

=====

Result of the stability comparison: #Q is the least stable of them.

=====

#P
25
Properties=species:S:1:pos:R:3 method="wB97M-V/def2-TZVPD" multiplicity=1 lumo_energy_ev=1.13 total_charge=0 smiles=CCNCCC(C)C
C 3.27536 0.08694 1.83255
C 1.93555 0.68803 1.41148
N 1.61243 0.01882 0.12577
C 0.65718 0.76909 -0.68269
C -0.43523 0.01137 -1.42761
C -1.56378 -0.48636 -0.49841
C -2.54369 0.69027 -0.25030
C -2.32585 -1.70272 -1.01605
H 3.19776 -0.92442 2.23619
H 3.99191 0.05513 1.00352
H 3.81289 0.60686 2.62749
H 1.18964 0.68512 2.20664
H 2.13072 1.74825 1.19292
H 1.37008 -0.94466 0.32720
H 1.28296 1.26592 -1.43834
H 0.23618 1.64380 -0.17583
H -0.89437 0.64629 -2.19004
H 0.02709 -0.79631 -2.01112
H -1.08109 -0.75895 0.44750
H -2.09432 1.37241 0.47081
H -3.41804 0.31081 0.27742
H -2.81447 1.20947 -1.16644
H -3.09958 -2.06144 -0.32042
H -1.66253 -2.56617 -0.98518
H -2.78681 -1.56754 -1.99708

=====

#Q
25
Properties=species:S:1:pos:R:3 method="wB97M-V/def2-TZVPD" multiplicity=1 lumo_energy_ev=1.04 total_charge=0 smiles="C/C=C/N.CCCC"
C 1.72502 -0.72519 2.47480
C 0.25720 -0.68088 2.09289
C -0.55096 -1.71063 1.63522
N -1.95230 -1.67014 1.53101
H 2.09332 -1.79594 2.49981
H 2.35874 -0.15547 1.77758
H 1.86073 -0.31249 3.46136
H -0.19324 0.32329 2.13672
H -0.11056 -2.66060 1.28439
H -2.31060 -2.19073 0.72431
H -2.38228 -0.71986 1.63716
C 0.13967 2.80012 -0.79460
C 0.55681 1.74272 -1.81651
C -0.39890 0.56178 -1.90933
C 0.13026 -0.62425 -2.73130
H -0.97026 2.84988 -0.69012
H 0.47508 3.84440 -1.06159
H 0.55290 2.58730 0.18474
H 1.61713 1.44528 -1.52109
H 0.66863 2.11441 -2.83864
H -0.63389 0.10808 -0.92833
H -1.38939 0.86315 -2.29963
H -0.54521 -1.48317 -2.69112
H 1.10593 -0.95067 -2.28167
H 0.31441 -0.35796 -3.81792

=====

Result of the stability comparison: #Q is the least stable of them.

=====

#P
14
Properties=species:S:1:pos:R:3 method="wB97M-V/def2-TZVPD" multiplicity=1 lumo_energy_ev=-5.33 total_charge=0
C 3.03431 -0.30309 -0.28392
N 1.99346 0.53079 -0.69336
H 4.02552 0.14912 -0.27019
H 3.02120 -1.20227 -0.93423
H 2.94288 -0.89462 0.64709
H 0.84266 -0.30807 0.01370
H -0.48783 -0.78145 -0.29430
O 0.26295 -1.03148 0.28145
H -3.57852 0.78489 1.64848
H 2.34390 1.47392 -0.48904
O -2.68052 1.06080 1.45576
H -2.43906 0.61332 0.61932
H -2.22046 -0.75877 -1.56564
O -2.02467 -0.14174 -0.84904

=====

#Q
14
Properties=species:S:1:pos:R:3 method="wB97M-V/def2-TZVPD" multiplicity=1 lumo_energy_ev=0.50 total_charge=0 smiles="C=N.O.O.O"
C -1.04168 -2.78711 -0.30272
N -1.48262 -1.77117 -0.90310
H -0.41987 -2.72630 0.59366
H -1.18988 -3.82224 -0.64057
H -2.13673 -2.05113 -1.62930
O 1.89711 -0.86352 -0.01993
H 2.19010 -1.68464 0.40720
H 2.58211 -0.73398 -0.68335
O 0.35795 3.90037 -0.07100
H 0.27103 3.09855 0.45738
H -0.51202 4.29934 -0.13093
O -0.25393 0.89763 1.18291
H -0.86108 1.14878 0.48339
H 0.40496 0.32772 0.77200

=====

Result of the stability comparison: #P is the least stable of them.

=====

#P
25
Properties=species:S:1:pos:R:3 method="wB97M-V/def2-TZVPD" multiplicity=1 lumo_energy_ev=-3.23 total_charge=+1 smiles=CC[C@H]1NN1[C@@H](C)[NH2+]C
C 2.74482 -0.14468 1.61660
C 1.68709 0.94683 1.99954
C 0.48322 1.14788 1.14379
N 0.81896 1.24884 -0.26607
N 0.26753 0.05639 0.23538
C -1.36459 -0.16278 -0.14200
C -1.93392 0.94710 -1.01151
N -1.40435 -1.58758 -0.79009
C -0.63857 -1.75332 -2.02464
H 3.41323 -0.31666 2.38780
H 3.12821 0.28527 0.62812
H 2.30046 -1.10020 1.54915
H 2.06956 1.92602 1.98456
H 1.31067 0.68187 3.04044
H -0.20157 1.78739 1.52379
H 0.46806 1.85674 -0.95152
H -2.08381 -0.21693 0.74203
H -1.34853 1.51366 -1.80109
H -2.10794 1.74587 -0.31155
H -2.81316 0.47596 -1.55540
H -0.97672 -2.24629 -0.09876
H -2.30995 -1.83756 -1.00573
H -1.10003 -1.05931 -2.87905
H 0.28790 -1.42580 -1.84420
H -0.69657 -2.76873 -2.16960

=====

#Q
25
Properties=species:S:1:pos:R:3 method="wB97M-V/def2-TZVPD" multiplicity=1 lumo_energy_ev=-2.97 total_charge=+1
C 1.98031 -1.32583 0.10208
C 2.09733 -0.24264 -1.02450
C 0.80102 -0.87626 0.91465
C 1.32236 0.86172 -0.47607
C -0.36150 1.21025 1.40132
C -3.26876 -0.88723 -0.11717
N 0.53253 0.46111 0.54044
N 1.43840 2.06580 -1.03747
N -2.02589 -0.30392 -0.45161
H 2.04954 -2.25296 -0.36881
H 2.85504 -1.43224 0.77260
H 3.12747 -0.01824 -1.38122
H 1.56484 -0.66146 -1.93139
H -0.13813 -1.46772 0.89094
H 1.09461 -1.08670 2.03912
H -0.70016 2.07410 0.83487
H 0.12974 1.43158 2.40017
H -1.21564 0.51279 1.35185
H -3.68772 -0.70450 0.94663
H -4.06304 -0.56236 -0.85166
H -3.03776 -1.88902 -0.25885
H 2.08496 2.16707 -1.79041
H 1.19330 2.89374 -0.55580
H -1.67083 -0.67223 -1.34319
H -2.10201 0.70514 -0.60651

=====

Result of the stability comparison: #P is the least stable of them.